## i
The following is a DFT calculation (ωB97M-V/def2-TZVPD) of a 2-piece molecular cluster, C3H11N3 overall.

Properties
spin multiplicity	1
charge	0
E_HOMO	-0.31923	hartree
gap between HOMO and LUMO	9.57	eV
SMILES string	C=NC.NCN
LUMO	0.0325	Eh

Last columns: bonded neighbours and bond lengths (Å).
Positions of all 17 atoms, in Å:
1 C -1.676 -0.428 -0.903  N3 1.542, H4 1.088, H5 1.231, H6 1.156
2 C -2.934 -0.637 1.096  N3 1.286, H7 1.133, H8 1.158
3 N -1.856 -1.021 0.509  C1 1.542, C2 1.286
4 H -0.824 -0.821 -1.453  C1 1.088
5 H -1.585 0.793 -0.774  C1 1.231
6 H -2.591 -0.686 -1.560  C1 1.156
7 H -2.972 -1.005 2.167  C2 1.133
8 H -3.959 -0.282 0.692  C2 1.158
9 N 2.102 -0.658 -0.023  C10 1.483, H12 1.013, H13 1.023
10 C 1.740 0.746 -0.332  N9 1.483, N11 1.443, H14 1.147, H15 1.222
11 N 2.311 1.508 0.752  C10 1.443, H16 0.991, H17 1.021
12 H 2.643 -1.027 -0.795  N9 1.013
13 H 1.339 -1.339 0.019  N9 1.023
14 H 2.474 1.003 -1.175  C10 1.147
15 H 0.630 1.095 -0.706  C10 1.222
16 H 1.837 1.349 1.609  N11 0.991
17 H 3.320 1.411 0.876  N11 1.021

Atom charges from the natural (NBO) analysis, given in e for atoms 1 to 6: atom 1 (C): -0.47, atom 2 (C): -0.07, atom 3 (N): -0.40, atom 4 (H): 0.21, atom 5 (H): 0.20, atom 6 (H): 0.19

## ii
The following is a DFT calculation (ωB97M-V/def2-TZVPD) of a 2-piece molecular cluster, C3H11N3 overall.

Properties
spin multiplicity	1
charge	0
E_HOMO	-0.28887	hartree
gap between HOMO and LUMO	8.95	eV
SMILES string	C=CN.NCN
LUMO	0.0399	Eh

Last columns: bonded neighbours and bond lengths (Å).
Positions of all 17 atoms, in Å:
1 C -1.670 1.573 -0.302  C2 1.370, H4 1.105, H5 1.052
2 C -0.804 1.191 -1.292  C1 1.370, N3 1.417, H6 1.081
3 N -1.200 0.190 -2.214  C2 1.417, H7 1.008, H8 1.005
4 H -2.771 1.495 -0.251  C1 1.105
5 H -1.250 2.124 0.489  C1 1.052
6 H 0.192 1.541 -1.522  C2 1.081
7 H -2.172 0.182 -2.481  N3 1.008
8 H -0.562 -0.488 -2.595  N3 1.005
9 N 0.539 -1.837 0.627  C10 1.519, H12 1.050, H13 0.977
10 C 0.687 -0.573 1.457  N9 1.519, N11 1.486, H14 1.105, H15 1.103
11 N 2.086 -0.073 1.498  C10 1.486, H16 1.136, H17 0.993
12 H 1.479 -2.095 0.236  N9 1.050
13 H 0.175 -2.568 1.164  N9 0.977
14 H -0.097 0.122 1.105  C10 1.105
15 H 0.457 -0.774 2.516  C10 1.103
16 H 2.732 -0.762 2.132  N11 1.136
17 H 2.564 0.123 0.650  N11 0.993

Atom charges from the natural (NBO) analysis, given in e for atoms 1 to 6: atom 1 (C): -0.53, atom 2 (C): 0.02, atom 3 (N): -0.86, atom 4 (H): 0.21, atom 5 (H): 0.20, atom 6 (H): 0.20

## iii
The following is a DFT calculation (ωB97M-V/def2-TZVPD) of a 2-piece molecular cluster, C3H11N3 overall.

Properties
spin multiplicity	1
charge	0
E_HOMO	-0.30236	hartree
gap between HOMO and LUMO	9.19	eV
SMILES string	C=CN.NCN
LUMO	0.0355	Eh

Last columns: bonded neighbours and bond lengths (Å).
Positions of all 17 atoms, in Å:
1 C 3.653 -0.644 -0.439  C2 1.322, H4 1.020, H5 1.053
2 C 2.336 -0.747 -0.421  C1 1.322, N3 1.354, H6 1.190
3 N 1.438 -0.618 -1.426  C2 1.354, H7 1.067, H8 1.007
4 H 4.295 -0.051 -0.966  C1 1.020
5 H 4.239 -0.992 0.364  C1 1.053
6 H 1.819 -1.319 0.484  C2 1.190
7 H 1.933 -0.346 -2.331  N3 1.067
8 H 0.543 -0.172 -1.307  N3 1.007
9 N -2.093 -0.318 -0.195  C10 1.387, H12 0.985, H13 0.972
10 C -1.803 0.697 0.705  N9 1.387, N11 1.478, H14 1.182, H15 1.094
11 N -2.819 1.244 1.629  C10 1.478, H16 1.060, H17 0.951
12 H -1.855 -1.237 0.064  N9 0.985
13 H -2.762 -0.168 -0.885  N9 0.972
14 H -0.852 0.346 1.314  C10 1.182
15 H -1.363 1.580 0.235  C10 1.094
16 H -3.249 2.154 1.294  N11 1.060
17 H -3.462 0.590 1.879  N11 0.951

Atom charges from the natural (NBO) analysis, given in e for atoms 1 to 6: atom 1 (C): -0.55, atom 2 (C): 0.04, atom 3 (N): -0.82, atom 4 (H): 0.19, atom 5 (H): 0.20, atom 6 (H): 0.17

Q: Which of them is the least stable? A: i.

## i
The following is a DFT calculation (ωB97M-V/def2-TZVPD) of a 2-piece molecular cluster, C2H4BrNO2 overall.

Properties
spin multiplicity	1
charge	0
E_HOMO (spin up / spin down)	-0.35408 / -0.35416	hartree
gap between HOMO and LUMO (spin up / spin down)	5.39 / 5.40	eV
LUMO (spin up / spin down)	-0.1560 / -0.1558	Eh

Last columns: bonded neighbours and bond lengths (Å).
Positions of all 10 atoms, in Å:
1 C -0.984 -0.715 -0.312  C2 1.470, H7 1.092, H8 1.034, H9 1.027
2 C -0.088 0.132 0.491  C1 1.470, N3 1.370, H10 1.023
3 N 0.405 1.329 0.043  C2 1.370, O4 1.189, O5 1.225
4 O 0.966 2.058 0.797  N3 1.189
5 O 0.177 1.624 -1.124  N3 1.225
6 Br 2.861 -1.239 0.144  no bonds
7 H -1.004 -0.409 -1.360  C1 1.092
8 H -1.837 -0.913 0.237  C1 1.034
9 H -0.775 -1.721 -0.319  C1 1.027
10 H 0.280 -0.145 1.404  C2 1.023

Atom charges from the natural (NBO) analysis, given in e for atoms 1 to 6: atom 1 (C): -0.74, atom 2 (C): 0.29, atom 3 (N): 0.41, atom 4 (O): -0.30, atom 5 (O): -0.35, atom 6 (Br): -0.39

## ii
The following is a DFT calculation (ωB97M-V/def2-TZVPD) of one molecule with the formula C2H4BrNO2.

Properties
spin multiplicity	1
charge	0
E_HOMO	-0.39899	hartree
gap between HOMO and LUMO	10.69	eV
SMILES string	C[C@@H](Br)[N+](=O)[O-]
LUMO	-0.0060	Eh

Last columns: bonded neighbours and bond lengths (Å).
Positions of all 10 atoms, in Å:
1 C -0.551 -1.045 0.287  C2 1.523, H7 1.061, H8 1.040, H9 1.194
2 C 0.313 0.205 0.380  C1 1.523, N3 1.511, Br6 1.914, H10 1.310
3 N 0.100 1.076 -0.836  C2 1.511, O4 1.229, O5 1.187
4 O -0.713 0.720 -1.685  N3 1.229
5 O 0.688 2.106 -0.888  N3 1.187
6 Br 2.188 -0.144 0.539  C2 1.914
7 H -0.802 -1.313 -0.709  C1 1.061
8 H -1.411 -0.963 0.866  C1 1.040
9 H 0.168 -1.821 0.839  C1 1.194
10 H 0.019 1.178 1.207  C2 1.310

Atom charges from the natural (NBO) analysis, given in e for atoms 1 to 6: atom 1 (C): -0.66, atom 2 (C): -0.19, atom 3 (N): 0.50, atom 4 (O): -0.39, atom 5 (O): -0.35, atom 6 (Br): 0.09

Q: Which of them is the least stable? A: i.

## i
The following is a DFT calculation (ωB97M-V/def2-TZVPD) of one molecule with the formula C4H7FO.

Properties
spin multiplicity	1
charge	0
E_HOMO	-0.35792	hartree
gap between HOMO and LUMO	10.57	eV
SMILES string	O[C@@H]1C[C@H]1CF
LUMO	0.0305	Eh

Last columns: bonded neighbours and bond lengths (Å).
Positions of all 13 atoms, in Å:
1 C -1.030 -0.139 0.270  C2 1.487, C3 1.521, H6 1.017, O12 1.407
2 C -0.518 1.213 -0.079  C1 1.487, C3 1.546, H7 1.191, H8 1.079
3 C 0.332 -0.038 -0.399  C1 1.521, C2 1.546, C4 1.507, H9 1.101
4 C 1.532 -0.519 0.373  C3 1.507, H10 1.121, H11 1.091, F13 1.401
5 H -2.335 -0.795 -1.182  O12 1.050
6 H -0.981 -0.326 1.268  C1 1.017
7 H -0.214 1.897 0.848  C2 1.191
8 H -0.786 1.815 -0.933  C2 1.079
9 H 0.369 -0.332 -1.460  C3 1.101
10 H 1.600 0.014 1.357  C4 1.121
11 H 1.456 -1.603 0.460  C4 1.091
12 O -2.125 -0.911 -0.159  C1 1.407, H5 1.050
13 F 2.699 -0.275 -0.364  C4 1.401

Atom charges from the natural (NBO) analysis, given in e for atoms 1 to 6: atom 1 (C): 0.10, atom 2 (C): -0.44, atom 3 (C): -0.30, atom 4 (C): 0.06, atom 5 (H): 0.47, atom 6 (H): 0.18

## ii
The following is a DFT calculation (ωB97M-V/def2-TZVPD) of a 2-piece molecular cluster, C4H7FO overall.

Properties
spin multiplicity	1
charge	0
E_HOMO	-0.36201	hartree
gap between HOMO and LUMO	10.65	eV
LUMO	0.0293	Eh

Last columns: bonded neighbours and bond lengths (Å).
Positions of all 13 atoms, in Å:
1 C -2.285 -1.439 -0.286  C2 1.333, H7 1.052, H8 1.075
2 C -1.560 -1.069 0.768  C1 1.333, H9 1.088, H13 1.076
3 C 2.287 1.395 0.076  O5 1.442, H10 1.070, H11 1.054, H12 1.046
4 C 2.347 -0.979 0.400  O5 1.243, F6 1.444
5 O 1.755 0.112 0.466  C3 1.442, C4 1.243
6 F 3.592 -0.877 -0.326  C4 1.444
7 H -3.272 -1.219 -0.577  C1 1.052
8 H -1.972 -2.370 -0.724  C1 1.075
9 H -1.610 -0.168 1.375  C2 1.088
10 H 3.111 1.421 -0.606  C3 1.070
11 H 2.490 1.859 1.001  C3 1.054
12 H 1.473 1.789 -0.450  C3 1.046
13 H -0.827 -1.802 1.056  C2 1.076

Atom charges from the natural (NBO) analysis, given in e for atoms 1 to 6: atom 1 (C): -0.39, atom 2 (C): -0.37, atom 3 (C): -0.28, atom 4 (C): 0.57, atom 5 (O): -0.49, atom 6 (F): -0.43

Q: Which of them is the least stable? A: ii.

## i
The following is a DFT calculation (ωB97M-V/def2-TZVPD) of a 3-piece molecular cluster, C3H10O3 overall.

Properties
spin multiplicity	1
charge	0
E_HOMO	-0.36445	hartree
gap between HOMO and LUMO	10.58	eV
SMILES string	C=CCO.O.O
LUMO	0.0245	Eh

Last columns: bonded neighbours and bond lengths (Å).
Positions of all 16 atoms, in Å:
1 C -0.543 -0.066 1.442  O2 1.431, C3 1.507, H5 1.091, H6 1.088
2 O -0.387 1.334 1.698  C1 1.431, H7 0.960
3 C 0.728 -0.544 0.790  C1 1.507, C4 1.327, H8 1.087
4 C 1.178 -1.792 0.846  C3 1.327, H9 1.081, H10 1.091
5 H -1.252 -0.182 0.622  C1 1.091
6 H -0.879 -0.649 2.297  C1 1.088
7 H -0.233 1.500 2.630  O2 0.960
8 H 1.105 0.136 0.031  C3 1.087
9 H 1.880 -2.341 0.233  C4 1.081
10 H 0.926 -2.363 1.741  C4 1.091
11 H -0.717 0.146 -2.726  O13 0.965
12 H 0.236 -0.951 -2.321  O13 0.961
13 O 0.000 -0.399 -3.071  H11 0.965, H12 0.961
14 H -0.467 2.229 -2.134  O16 0.958
15 H -0.658 2.189 -0.643  O16 0.940
16 O -0.917 1.753 -1.434  H14 0.958, H15 0.940

Atom charges from the natural (NBO) analysis, given in e for atoms 1 to 6: atom 1 (C): -0.11, atom 2 (O): -0.74, atom 3 (C): -0.19, atom 4 (C): -0.41, atom 5 (H): 0.20, atom 6 (H): 0.18

## ii
The following is a DFT calculation (ωB97M-V/def2-TZVPD) of a 3-piece molecular cluster, C3H10O3 overall.

Properties
spin multiplicity	1
charge	0
E_HOMO	-0.33566	hartree
gap between HOMO and LUMO	9.90	eV
SMILES string	C=C(C)O.O.O
LUMO	0.0282	Eh

Last columns: bonded neighbours and bond lengths (Å).
Positions of all 16 atoms, in Å:
1 C -0.288 0.880 0.990  C2 1.338, H5 1.078, H6 1.083
2 C -1.248 1.556 1.631  C1 1.338, O3 1.412, C4 1.499
3 O -1.670 1.024 2.869  C2 1.412, H7 0.950
4 C -2.047 2.776 1.286  C2 1.499, H8 1.088, H9 1.092, H10 1.094
5 H 0.181 1.064 0.037  C1 1.078
6 H -0.024 -0.035 1.505  C1 1.083
7 H -0.888 1.018 3.409  O3 0.950
8 H -1.825 3.019 0.249  C4 1.088
9 H -1.902 3.627 1.955  C4 1.092
10 H -3.077 2.501 1.532  C4 1.094
11 H 1.618 -4.344 -0.678  O13 0.958
12 H 0.864 -4.531 0.605  O13 0.960
13 O 0.974 -3.909 -0.118  H11 0.958, H12 0.960
14 H 3.764 -1.914 -5.203  O16 0.959
15 H 2.756 -0.939 -4.826  O16 0.951
16 O 2.813 -1.791 -5.245  H14 0.959, H15 0.951

Atom charges from the natural (NBO) analysis, given in e for atoms 1 to 6: atom 1 (C): -0.50, atom 2 (C): 0.32, atom 3 (O): -0.72, atom 4 (C): -0.67, atom 5 (H): 0.21, atom 6 (H): 0.21

Q: Which of them is the least stable? A: i.

## i
The following is a DFT calculation (ωB97M-V/def2-TZVPD) of one molecule with the formula C3H3FO2.

Properties
spin multiplicity	1
charge	0
E_HOMO	-0.37960	hartree
gap between HOMO and LUMO	10.85	eV
SMILES string	C=C(F)C(=O)O
LUMO	0.0193	Eh

Last columns: bonded neighbours and bond lengths (Å).
Positions of all 9 atoms, in Å:
1 C 0.065 1.061 0.477  C2 1.564, O7 1.306, O8 1.176
2 C 0.652 -0.207 -0.226  C1 1.564, C3 1.341, F9 1.221
3 C -0.043 -1.330 -0.458  C2 1.341, H5 1.198, H6 1.170
4 H -1.523 1.170 -0.503  O7 0.921
5 H -1.178 -1.295 -0.077  C3 1.198
6 H 0.557 -2.329 -0.352  C3 1.170
7 O -1.158 1.478 0.285  C1 1.306, H4 0.921
8 O 0.763 1.638 1.226  C1 1.176
9 F 1.864 -0.185 -0.371  C2 1.221

Atom charges from the natural (NBO) analysis, given in e for atoms 1 to 6: atom 1 (C): 0.71, atom 2 (C): 0.32, atom 3 (C): -0.52, atom 4 (H): 0.49, atom 5 (H): 0.22, atom 6 (H): 0.24

## ii
The following is a DFT calculation (ωB97M-V/def2-TZVPD) of one molecule with the formula C3H3FO2.

Properties
spin multiplicity	1
charge	0
E_HOMO	-0.38699	hartree
gap between HOMO and LUMO	11.37	eV
SMILES string	C=COC(=O)F
LUMO	0.0307	Eh

Last columns: bonded neighbours and bond lengths (Å).
Positions of all 9 atoms, in Å:
1 C 0.100 -0.585 -0.042  C2 1.297, H7 1.041, H8 1.142
2 C -0.364 0.565 0.338  C1 1.297, O5 1.386, H9 1.013
3 C -1.850 1.757 1.718  O4 1.175, O5 1.307, F6 1.366
4 O -1.650 2.888 1.471  C3 1.175
5 O -1.399 0.621 1.257  C2 1.386, C3 1.307
6 F -2.752 1.366 2.666  C3 1.366
7 H 0.842 -0.522 -0.769  C1 1.041
8 H -0.497 -1.406 0.480  C1 1.142
9 H -0.043 1.416 -0.108  C2 1.013

Atom charges from the natural (NBO) analysis, given in e for atoms 1 to 6: atom 1 (C): -0.44, atom 2 (C): 0.11, atom 3 (C): 1.06, atom 4 (O): -0.56, atom 5 (O): -0.49, atom 6 (F): -0.34

Q: Which of them is the least stable? A: i.

## i
The following is a DFT calculation (ωB97M-V/def2-TZVPD) of one molecule with the formula H4S2Si.

Properties
spin multiplicity	1
charge	0
E_HOMO	-0.30438	hartree
gap between HOMO and LUMO	8.53	eV
SMILES string	[SiH3]SS
LUMO	0.0089	Eh

Last columns: bonded neighbours and bond lengths (Å).
Positions of all 7 atoms, in Å:
1 Si 1.270 -0.089 0.020  S3 2.284, H4 1.497, H5 1.506, H6 1.500
2 S -2.191 -0.661 0.082  S3 2.096, H7 1.384
3 S -0.790 0.879 -0.162  Si1 2.284, S2 2.096
4 H 2.201 1.006 0.441  Si1 1.497
5 H 0.906 -1.313 0.817  Si1 1.506
6 H 1.823 -0.083 -1.375  Si1 1.500
7 H -3.218 0.261 0.177  S2 1.384

Atom charges from the natural (NBO) analysis, given in e for atoms 1 to 6: atom 1 (Si): 0.73, atom 2 (S): -0.14, atom 3 (S): -0.36, atom 4 (H): -0.13, atom 5 (H): -0.11, atom 6 (H): -0.14

## ii
The following is a DFT calculation (ωB97M-V/def2-TZVPD) of a 3-piece molecular cluster, H4S2Si overall.

Properties
spin multiplicity	1
charge	0
E_HOMO	-0.34774	hartree
gap between HOMO and LUMO	8.71	eV
LUMO	-0.0277	Eh

Last columns: bonded neighbours and bond lengths (Å).
Positions of all 7 atoms, in Å:
1 Si 0.673 -0.295 1.266  S2 1.975, S3 2.252, H4 1.494
2 S 0.542 1.605 0.743  Si1 1.975
3 S -0.923 -1.813 0.802  Si1 2.252, H7 1.340
4 H 1.557 -1.051 2.204  Si1 1.494
5 H -0.106 0.921 -2.572  no bonds
6 H -0.167 1.757 -2.300  no bonds
7 H -1.576 -1.124 -0.144  S3 1.340

Atom charges from the natural (NBO) analysis, given in e for atoms 1 to 6: atom 1 (Si): 1.01, atom 2 (S): -0.60, atom 3 (S): -0.43, atom 4 (H): -0.15, atom 5 (H): -0.01, atom 6 (H): 0.01

## iii
The following is a DFT calculation (ωB97M-V/def2-TZVPD) of one molecule with the formula H4S2Si.

Properties
spin multiplicity	1
charge	0
E_HOMO	-0.35275	hartree
gap between HOMO and LUMO	10.27	eV
SMILES string	S[SiH2]S
LUMO	0.0246	Eh

Last columns: bonded neighbours and bond lengths (Å).
Positions of all 7 atoms, in Å:
1 Si -0.039 -0.669 0.300  S2 2.119, S3 2.157, H4 1.474, H5 1.619
2 S 1.576 0.660 -0.044  Si1 2.119, H6 1.321
3 S -1.798 0.499 -0.138  Si1 2.157, H7 1.322
4 H 0.079 -1.768 -0.675  Si1 1.474
5 H 0.075 -1.011 1.879  Si1 1.619
6 H 2.279 -0.397 -0.410  S2 1.321
7 H -1.266 0.889 -1.283  S3 1.322

Atom charges from the natural (NBO) analysis, given in e for atoms 1 to 6: atom 1 (Si): 0.82, atom 2 (S): -0.42, atom 3 (S): -0.42, atom 4 (H): -0.15, atom 5 (H): -0.12, atom 6 (H): 0.14

## iv
The following is a DFT calculation (ωB97M-V/def2-TZVPD) of one molecule with the formula H4S2Si.

Properties
spin multiplicity	1
charge	0
E_HOMO	-0.35044	hartree
gap between HOMO and LUMO	10.12	eV
SMILES string	S[SiH2]S
LUMO	0.0213	Eh

Last columns: bonded neighbours and bond lengths (Å).
Positions of all 7 atoms, in Å:
1 Si -0.029 -0.608 -0.024  S2 2.147, S3 2.220, H4 1.359, H5 1.463
2 S -1.830 0.560 0.002  Si1 2.147, H6 1.257
3 S 1.845 0.581 0.037  Si1 2.220, H7 1.396
4 H 0.055 -1.405 1.074  Si1 1.359
5 H 0.287 -1.396 -1.215  Si1 1.463
6 H -1.716 1.551 0.767  S2 1.257
7 H 1.505 0.618 -1.316  S3 1.396

Atom charges from the natural (NBO) analysis, given in e for atoms 1 to 6: atom 1 (Si): 0.89, atom 2 (S): -0.43, atom 3 (S): -0.44, atom 4 (H): -0.20, atom 5 (H): -0.14, atom 6 (H): 0.16

Q: Which of them is the least stable? A: i.